# 1
Entry from the OMol25 dataset: a 13-piece molecular cluster, C33H68O25S4 overall at a distorted geometry (ωB97M-V with the def2-TZVPD basis set).

Output
Maximum force, eV/A: 4.14
E, a.u.: -4771.8206
Net charge: 0
LUMO energy, Ha: 0.014

XYZ file:
```
130
C33H68O25S4 ωB97M-V with the def2-TZVPD basis set
C -3.37870 -4.50064 -3.66499
C -2.53373 -5.48760 -2.85168
C -2.21152 -4.72283 -1.54783
S -3.74981 -3.95605 -1.06590
O -3.40765 -2.63916 -0.53021
O -4.53244 -4.78582 -0.19256
C -4.36977 -3.89095 -2.72263
H -3.72367 -4.99787 -4.59927
H -2.75718 -3.73917 -4.02698
H -1.57806 -5.85031 -3.22378
H -3.13698 -6.37260 -2.54405
H -1.47549 -3.97691 -1.76118
H -2.06961 -5.44958 -0.77187
H -4.34781 -2.80642 -2.86166
H -5.42025 -4.19942 -2.76876
C -5.12312 0.89423 1.85201
C -5.15589 2.45081 1.99741
C -5.11437 2.96596 0.58356
S -4.03181 1.93035 -0.41557
O -2.76194 2.48723 -0.74059
O -4.81744 1.51156 -1.53495
C -3.94795 0.67358 0.77295
H -6.03969 0.61763 1.33721
H -4.99462 0.45668 2.78423
H -4.30674 2.76955 2.55619
H -6.01759 2.75512 2.58942
H -4.72773 3.93516 0.48486
H -6.07395 2.76819 0.13218
H -2.98389 0.84802 1.34646
H -3.86468 -0.22922 0.20739
C 2.92612 0.98763 3.05116
C 3.92245 0.69482 4.13178
C 4.61812 -0.53082 3.60243
S 4.85526 -0.15489 1.73895
O 4.20806 -1.19910 1.00699
O 6.25369 0.15623 1.35944
C 3.75511 1.27092 1.76066
H 2.27219 1.79627 3.24595
H 2.20447 0.16437 2.86357
H 3.35337 0.48830 5.06420
H 4.51672 1.59090 4.29941
H 3.90744 -1.40057 3.71543
H 5.53704 -0.75863 4.10791
H 3.23103 1.26339 0.74688
H 4.40708 2.11628 1.85139
C 1.09330 4.75349 -2.34084
C 0.58101 3.94180 -3.63002
C 1.75962 3.22065 -4.24557
S 3.17669 4.28426 -4.01427
O 3.22849 5.31091 -5.04141
O 4.44824 3.60631 -3.79933
C 2.62141 4.96593 -2.47479
H 0.92358 4.12901 -1.45621
H 0.62034 5.74442 -2.27220
H -0.00076 4.57054 -4.32566
H -0.25169 3.22953 -3.31529
H 1.59959 3.04389 -5.34893
H 1.96468 2.31562 -3.58019
H 2.99956 5.95363 -2.52185
H 3.13666 4.37111 -1.74649
C 0.96882 -2.72704 4.46114
O 2.20802 -2.62895 3.89942
H 0.70527 -3.73294 4.50683
H 0.94893 -2.31074 5.43700
H 0.16908 -2.31320 3.86698
H 2.14015 -2.77323 2.95620
C -1.25691 0.55695 -5.75198
O -1.87447 1.54808 -5.02994
H -0.28786 0.88388 -6.04459
H -1.08220 -0.38622 -5.23456
H -1.76890 0.39014 -6.69600
H -2.12092 1.17875 -4.15853
C 0.39738 -3.07050 -4.97153
O 0.41060 -2.75698 -3.61312
H 0.30426 -2.19334 -5.60033
H 1.26814 -3.56530 -5.29833
H -0.37809 -3.81091 -5.08671
H 1.13276 -2.14312 -3.54343
C 1.35329 -4.07823 -0.00091
O 1.48184 -3.16127 1.05612
H 1.95383 -3.71578 -0.80036
H 1.71641 -5.04354 0.25206
H 0.34316 -4.17881 -0.30729
H 2.30214 -2.73444 0.86547
C -2.39633 -3.66097 2.45043
O -1.10996 -3.87554 1.81881
H -2.84062 -2.75799 2.04779
H -2.93579 -4.57100 2.22331
H -2.24192 -3.77594 3.51091
H -0.45112 -3.15990 1.96638
C 0.77770 3.47946 1.79501
C -0.63678 3.91881 1.30792
O -1.48469 3.66378 2.41031
C -0.70304 3.49552 3.53716
O -1.08683 3.48044 4.64854
O 0.60731 3.46064 3.21165
H 1.55026 4.24052 1.56158
H 1.07339 2.45054 1.44363
H -1.11325 3.48657 0.42201
H -0.64713 5.01739 1.23735
C 4.80029 0.98090 -1.70668
C 5.27431 0.20949 -2.93519
O 4.10371 -0.37858 -3.44965
C 3.19694 -0.43093 -2.53362
O 2.19183 -1.03991 -2.69184
O 3.57061 0.21618 -1.42951
H 4.54668 2.04596 -1.92687
H 5.35533 0.99345 -0.79661
H 5.95471 -0.64623 -2.65493
H 5.71284 0.79245 -3.73283
C -1.25204 1.04556 6.61148
C 0.19618 1.18861 6.14438
O 0.22684 0.55767 4.84508
C -1.02531 0.34405 4.45586
O -1.37020 0.00049 3.35730
O -1.92752 0.52203 5.49133
H -1.64996 2.03623 6.77997
H -1.42028 0.43088 7.53410
H 1.01210 0.79700 6.76586
H 0.36468 2.28462 6.07834
C -0.65694 -0.83531 0.18304
C -1.02411 -0.91548 -1.25006
O -0.44442 0.40694 -1.76265
C 0.43980 0.80451 -0.81267
O 1.08823 1.81789 -0.94105
O 0.50635 0.03532 0.22057
H -0.33848 -1.76755 0.60746
H -1.38160 -0.36060 0.86072
H -2.07902 -0.87608 -1.52357
H -0.58227 -1.77083 -1.79667
```

***

# 2
Entry from the OMol25 dataset: a 2-piece molecular cluster, C5H10O2 overall (ωB97M-V with the def2-TZVPD basis set).

Output
Maximum force, eV/A: 0.30
E, a.u.: -346.8947
Energy relative to the best compared isomer or geometry (same formula, charge and spin), eV: 3.5580
SMILES string: O[C@H]1[C@H]2CCO[C@@H]12.[H][H]
Net charge: 0
LUMO energy, Ha: 0.033

XYZ file:
```
17
C5H10O2 ωB97M-V with the def2-TZVPD basis set
O 2.01761 0.84149 -0.10577
C 1.22326 -0.29719 -0.04151
C -0.03460 -0.23629 0.76244
C -0.60497 1.16671 0.96687
C -1.51702 1.28400 -0.25029
O -0.75020 0.68650 -1.29750
C -0.12146 -0.43229 -0.73221
H 2.57847 0.75791 -0.88663
H 0.96542 -3.12331 -0.50541
H 1.78456 -1.22827 0.06313
H -0.26803 -1.02180 1.47610
H -1.10931 1.28705 1.92779
H 0.19579 1.90744 0.88654
H -1.77007 2.30425 -0.54976
H -2.44925 0.71773 -0.08627
H -0.38038 -1.36780 -1.21958
H 0.24014 -3.24612 -0.40794
```

***

# 3
Entry from the OMol25 dataset: C4H3CaO4 as an isolated structure at a distorted geometry (ωB97M-V with the def2-TZVPD basis set).

Output
Expectation value of S²: 0.754
Spin multiplicity: 2
Maximum force, eV/A: 7.73
E, a.u.: -1132.0072
Energy relative to the best compared isomer or geometry (same formula, charge and spin), eV: 1.1007
Net charge: +2
LUMO energy (spin up / spin down), Ha: -0.367 / -0.367

XYZ file:
```
12
C4H3CaO4 ωB97M-V with the def2-TZVPD basis set
C 1.97691 0.64882 -0.96157
C -0.79658 -0.82579 -0.96816
O 1.59214 1.34844 -1.83845
O 1.67193 -0.58596 -0.65373
C 0.39150 -0.89086 -0.13217
H -1.45173 -1.69886 -0.96404
H -0.75249 -0.27254 -1.90764
H 0.50873 -1.78347 0.48955
O -0.29405 0.99375 2.03347
Ca -0.69840 2.39433 3.55535
C -0.56954 0.39175 1.03146
O -1.57841 0.28040 0.31592
```

***

# 4
Entry from the OMol25 dataset: a 2-piece molecular cluster, C3H10NO overall at a distorted geometry (ωB97M-V with the def2-TZVPD basis set).

Output
Maximum force, eV/A: 4.06
E, a.u.: -250.0178
Energy relative to the best compared isomer or geometry (same formula, charge and spin), eV: 0.9788
Net charge: +1
LUMO energy, Ha: -0.182

XYZ file:
```
15
C3H10NO ωB97M-V with the def2-TZVPD basis set
C -1.46886 -1.60864 -0.12732
C -0.24544 -1.11228 0.59857
C 1.61107 -0.30860 -0.73008
N 0.46247 -0.05904 -0.21213
H -2.03091 -0.70468 -0.56378
H -1.02537 -2.12329 -0.99833
H -2.13335 -2.16005 0.53600
H -0.53544 -0.62980 1.56888
H 0.47635 -1.96936 0.81042
H 2.15335 0.53887 -1.07936
H 2.19484 -1.26647 -0.49774
H 0.12343 0.86565 -0.02537
H -0.88670 2.80504 -0.19257
H 0.23810 3.29850 0.70615
O -0.14903 2.49200 0.34671
```

***

# 5
Entry from the OMol25 dataset: one molecule with the formula C4H8O (ωB97M-V with the def2-TZVPD basis set).

Output
Maximum force, eV/A: 0.44
E, a.u.: -232.4378
Energy relative to the best compared isomer or geometry (same formula, charge and spin), eV: 0.2142
SMILES string: CCC(C)=O
Net charge: 0
LUMO energy, Ha: 0.038

XYZ file:
```
13
C4H8O ωB97M-V with the def2-TZVPD basis set
C -0.37437 0.80128 1.41276
C 0.76532 0.34646 0.52261
C -0.41235 -0.37578 -1.40367
C 0.55948 -0.89007 -0.31179
O 1.74527 1.03976 0.35248
H -1.24286 0.13987 1.37967
H 0.00014 0.85699 2.43532
H -0.67172 1.80704 1.11046
H -1.43326 -0.70559 -1.19774
H -0.11776 -0.70631 -2.39774
H -0.44068 0.72203 -1.42872
H 1.54566 -1.19278 -0.67693
H 0.11930 -1.74786 0.20987
```

***

# 6
Entry from the OMol25 dataset: one molecule with the formula C4H10N2S at a distorted geometry (ωB97M-V with the def2-TZVPD basis set).

Output
Maximum force, eV/A: 6.06
E, a.u.: -665.9547
Energy relative to the best compared isomer or geometry (same formula, charge and spin), eV: 4.0352
SMILES string: CC/N=C(\C)NS
Net charge: 0
LUMO energy, Ha: 0.019

XYZ file:
```
17
C4H10N2S ωB97M-V with the def2-TZVPD basis set
C 2.07608 -1.18239 -0.68732
C 1.27789 -0.73079 0.63967
C -0.82799 0.33150 0.05589
C -0.24263 1.80151 -0.16235
H 1.55857 -0.76969 -1.63483
H 1.81154 -2.28548 -1.01544
H 3.16728 -1.13479 -0.54361
H 1.47808 0.29834 1.29871
H 1.44615 -1.53920 1.47434
H 0.24808 2.05253 0.74441
H 0.60830 1.74985 -1.04766
H -1.16833 2.52252 -0.32994
H -2.81098 1.30448 -0.42073
H -3.22193 -1.02379 1.40170
N -0.15230 -0.58233 0.52731
N -2.17798 0.28178 -0.12659
S -3.06985 -1.09405 -0.17357
```